Run a
One molecule with the formula C19H24N4O3. Source: the OMol25 dataset; level of theory: the ωB97M-V functional and the def2-TZVPD basis.

The geometry in XYZ format:
```
50
Properties=species:S:1:pos:R:3
C -3.84130 -2.11121 4.12189
C -2.58427 -1.49177 3.71090
C -1.55300 -0.99258 3.35772
C -0.29415 -0.37918 2.93595
C -0.50688 0.74043 1.90621
N -0.89623 0.30579 0.56799
C -1.27514 -0.95155 0.16884
O -0.89398 -1.99708 0.66510
C -2.16469 -0.94486 -1.00692
N -2.64697 0.19518 -1.58245
C -3.39712 -0.17539 -2.58504
N -3.43214 -1.54015 -2.69755
C -4.09094 -2.35002 -3.59615
C -3.96088 -3.68642 -3.48848
C -3.15105 -4.25713 -2.45550
C -2.50190 -3.46388 -1.56925
C -2.63722 -2.05539 -1.68246
C 0.78103 1.57477 1.87476
O 1.08598 2.26521 2.83490
N 1.54334 1.45240 0.77245
C 2.78629 2.18687 0.60750
C 2.50942 3.62143 0.18689
O 1.99300 3.60516 -1.14074
C 3.67893 1.43190 -0.37187
C 5.02699 2.09617 -0.61966
C 5.93380 1.23297 -1.48766
H -4.66856 -1.40659 4.03357
H -4.06581 -2.97788 3.49943
H -3.79109 -2.44243 5.15934
H 0.18155 0.09365 3.79659
H 0.37805 -1.13695 2.53747
H -1.27751 1.40677 2.29927
H -1.38055 1.01918 0.03698
H -3.93570 0.47063 -3.25834
H -4.68377 -1.84924 -4.34701
H -4.47710 -4.32241 -4.19249
H -3.06464 -5.33289 -2.39067
H -1.88306 -3.84586 -0.77138
H 1.17342 0.92109 0.00079
H 3.26508 2.23029 1.58915
H 1.79289 4.05624 0.88808
H 3.43609 4.20286 0.23721
H 1.61914 4.46739 -1.33857
H 3.83559 0.42356 0.02267
H 3.15067 1.32568 -1.32429
H 4.87405 3.06276 -1.10538
H 5.51656 2.29889 0.33830
H 6.89252 1.71888 -1.67113
H 6.13175 0.27072 -1.01136
H 5.46952 1.03398 -2.45563
```

Properties
- HOMO-LUMO gap (hartree) = 0.314
- SMILES string = CC#CC[C@H](NC(=O)c1ncn2ccccc12)C(=O)N[C@H](CO)CCC
- charge = 0

---

Run b
One molecule with the formula C19H24N4O3. Source: the OMol25 dataset; level of theory: the ωB97M-V functional and the def2-TZVPD basis.

The geometry in XYZ format:
```
50
Properties=species:S:1:pos:R:3
C 4.40636 2.77597 -3.87527
C 3.51573 2.79264 -2.70749
C 2.76323 2.79449 -1.74658
C 1.84377 2.77580 -0.59139
C 1.94424 1.47619 0.26763
N 1.49886 0.21238 -0.36770
C 0.70252 -0.01966 -1.41779
O 0.09435 0.84044 -2.04269
C 0.54277 -1.41119 -1.73684
N 1.12237 -2.39744 -1.05985
C 0.77034 -3.54344 -1.60065
N -0.06737 -3.36681 -2.66536
C -0.66973 -4.26881 -3.50255
C -1.49082 -3.79875 -4.52655
C -1.68550 -2.42783 -4.68311
C -1.07051 -1.50898 -3.82632
C -0.23928 -1.97541 -2.78769
C 1.23727 1.70777 1.62858
O 1.69328 2.54292 2.40667
N 0.14880 0.97805 1.92278
C -0.64482 1.09703 3.15042
C 0.08299 0.48864 4.38300
O 0.29804 -0.90617 4.24113
C -2.04422 0.48947 2.88755
C -3.03610 0.60552 4.06267
C -4.43923 0.09941 3.69940
H 5.44191 2.68871 -3.54732
H 4.15792 1.92723 -4.51223
H 4.28533 3.69827 -4.44328
H 2.10305 3.65474 0.00214
H 0.83065 2.94814 -0.95540
H 2.98977 1.32312 0.53946
H 1.91950 -0.62601 0.00055
H 1.08154 -4.52224 -1.27361
H -0.47143 -5.31352 -3.31873
H -1.97915 -4.48954 -5.20288
H -2.32325 -2.06950 -5.48188
H -1.22029 -0.44364 -3.94675
H -0.19670 0.36437 1.19884
H -0.78643 2.16401 3.35200
H 1.05417 0.96883 4.51485
H -0.46317 0.69859 5.30307
H 0.89468 -1.03126 3.49799
H -2.48037 0.98497 2.01773
H -1.94055 -0.56069 2.60757
H -2.66865 0.03286 4.91615
H -3.10241 1.64335 4.39419
H -5.11821 0.18487 4.54859
H -4.86851 0.67175 2.87604
H -4.41672 -0.94963 3.40090
```

Properties
- HOMO-LUMO gap (hartree) = 0.298
- SMILES string = CC#CC[C@H](NC(=O)c1ncn2ccccc12)C(=O)N[C@H](CO)CCC
- charge = 0

---

Stability ranking, top and bottom: run a is the most stable and run b is the least stable.

---

Run a
One molecule with the formula C21H26N2O5. Source: the OMol25 dataset; level of theory: the ωB97M-V functional and the def2-TZVPD basis.

The geometry in XYZ format:
```
54
Properties=species:S:1:pos:R:3
C -1.73049 2.93380 -2.57495
C -1.00360 1.99148 -1.62772
O -0.54732 2.69379 -0.46964
C -1.24264 2.61560 0.65123
O -2.30007 2.04018 0.76137
C -0.58327 3.34907 1.81313
C -0.29525 2.35172 2.95694
C 1.17502 1.90519 2.92305
N 1.63765 1.83467 1.55845
C 1.65919 0.75334 0.74411
O 1.90799 0.85795 -0.44334
C 1.42724 -0.61655 1.38649
C 0.81357 -1.53188 0.38254
C -0.53990 -1.64408 0.10991
C -1.57254 -0.88624 0.80716
O -1.44973 -0.48458 1.94469
O -2.66805 -0.60225 0.08449
N -0.73433 -2.49917 -0.95721
C -1.99422 -3.01999 -1.42333
C -2.40935 -4.25954 -0.63128
C 0.48430 -2.96611 -1.35164
C 0.82102 -3.87478 -2.35311
C 2.15527 -4.14419 -2.55382
C 3.15158 -3.53313 -1.78249
C 2.83341 -2.64278 -0.78672
C 1.48604 -2.35445 -0.55511
C 1.80955 3.15411 0.97766
C 0.68770 4.10572 1.42249
H -2.62248 3.33258 -2.09641
H -1.08230 3.76037 -2.85529
H -2.02326 2.39367 -3.47052
H -1.66289 1.17548 -1.31903
H -0.09842 1.58129 -2.08205
H -1.33711 4.06490 2.15930
H -0.94827 1.48538 2.84535
H -0.50773 2.81299 3.92169
H 1.80400 2.64116 3.43621
H 1.29726 0.95424 3.43726
H 2.40108 -1.00210 1.69732
H 0.76753 -0.54946 2.24610
H -3.17034 0.09020 0.55280
H -1.88477 -3.26992 -2.48168
H -2.75396 -2.24413 -1.32856
H -1.64996 -5.03418 -0.71327
H -2.53441 -4.00850 0.41957
H -3.35046 -4.64783 -1.01117
H 0.06629 -4.35478 -2.95796
H 2.44501 -4.84269 -3.32527
H 4.18570 -3.77272 -1.98155
H 3.60223 -2.16744 -0.19731
H 2.78333 3.55525 1.28610
H 1.81450 3.02808 -0.10519
H 0.47140 4.80827 0.61803
H 1.00926 4.68299 2.29214
```

Properties
- HOMO-LUMO gap (hartree) = 0.310
- SMILES string = CCOC(=O)C1CCN(C(=O)Cc2c(C(=O)O)n(CC)c3ccccc23)CC1
- charge = 0

---

Run b
One molecule with the formula C21H26N2O5. Source: the OMol25 dataset; level of theory: the ωB97M-V functional and the def2-TZVPD basis.

The geometry in XYZ format:
```
54
Properties=species:S:1:pos:R:3
C -0.60158 3.93897 -2.02522
O 0.21990 3.46926 -3.05865
C 1.52517 4.00874 -3.02816
C 2.41313 3.20053 -3.97120
C 2.85641 1.87143 -3.33926
C 3.70150 1.01831 -4.29157
C 2.86163 0.38582 -5.39679
C 1.72157 -0.40700 -4.76848
C 0.88862 0.50153 -3.86529
N 1.72394 1.09832 -2.84948
C 1.48913 1.10685 -1.52679
O 2.21356 1.69522 -0.73138
C 0.33404 0.35275 -0.96308
C 0.25118 0.04475 0.42340
C -0.95332 -0.57928 0.54941
C -1.66699 -1.15753 1.72290
O -0.69401 -1.61806 2.63220
C -1.11124 -2.15334 3.81265
C -0.09960 -2.58332 4.67486
C -0.41913 -3.14004 5.89620
C -1.74072 -3.28030 6.28685
C -2.75686 -2.85624 5.43666
C -4.20329 -2.96385 5.76700
C -4.56178 -3.56451 7.10300
O -5.05441 -2.58363 4.99367
C -2.43416 -2.29454 4.19933
O -1.54974 -0.63775 -0.65323
N -0.74950 -0.05771 -1.57585
H -1.55839 3.43225 -2.13555
H -0.75006 5.02452 -2.09375
H -0.17401 3.70430 -1.04232
H 1.49547 5.06468 -3.34304
H 1.92800 3.96759 -2.00663
H 1.85932 3.03051 -4.89372
H 3.30621 3.78091 -4.20560
H 3.45759 2.11261 -2.45466
H 4.49053 1.63931 -4.71826
H 4.17613 0.22299 -3.71237
H 2.45462 1.15846 -6.05083
H 3.48876 -0.26820 -6.00578
H 1.07825 -0.83288 -5.53922
H 2.13164 -1.22752 -4.17552
H 0.08736 -0.05674 -3.38596
H 0.43272 1.30314 -4.45448
H 0.98008 0.25863 1.17388
H -2.31702 -1.97544 1.38176
H -2.29634 -0.38267 2.18856
H 0.92546 -2.46850 4.36067
H 0.37195 -3.46888 6.55324
H -1.96512 -3.71748 7.24598
H -4.18100 -4.58118 7.17002
H -4.12689 -2.97485 7.90687
H -5.64336 -3.57761 7.21051
H -3.25536 -1.98335 3.57254
```

Properties
- HOMO-LUMO gap (hartree) = 0.331
- SMILES string = COCC[C@@H]1CCCCN1C(=O)c1cc(COc2cccc(C(C)=O)c2)on1
- charge = 0

---

Stability ranking, top and bottom: run a is the most stable and run b is the least stable.

---

Run a
One molecule with the formula C13H17N. Source: the OMol25 dataset; level of theory: the ωB97M-V functional and the def2-TZVPD basis.

The geometry in XYZ format:
```
31
Properties=species:S:1:pos:R:3
C 2.06023 0.16814 2.17399
C 1.30038 -0.92020 2.12177
C 1.00588 -1.84593 1.08329
C 0.50097 -3.09022 1.37924
C 1.16268 -1.41047 -0.34048
C -0.18251 -0.85097 -0.77295
N -0.38201 -0.98059 -2.24191
C -1.56465 -0.37347 -2.95046
C -0.33078 0.54867 -0.27282
C -1.01209 0.72140 0.97242
C -1.27223 1.98707 1.49560
C -1.00710 3.09050 0.70099
C -0.33981 2.96229 -0.54041
C 0.04041 1.67826 -0.98033
H 2.79306 0.20366 1.41032
H 2.17143 0.91690 2.91368
H 0.69417 -1.02671 3.02455
H 0.43104 -3.77643 0.48963
H 0.32730 -3.47622 2.38180
H 1.30652 -2.34320 -0.88731
H 1.94993 -0.63650 -0.48985
H -0.98198 -1.38168 -0.32618
H 0.47968 -0.72764 -2.74653
H -2.46098 -0.16120 -2.31160
H -1.23388 0.57397 -3.41964
H -1.72397 -1.14862 -3.68418
H -1.23837 -0.19373 1.60212
H -1.70170 2.05238 2.48072
H -1.21891 4.05275 0.82601
H -0.15311 3.82911 -1.14122
H 0.58042 1.55867 -1.95027
```

Properties
- HOMO-LUMO gap (hartree) = 0.333
- SMILES string = C=CC(=C)C[C@H](NC)c1ccccc1
- charge = 0

---

Run b
C13H17N as an isolated structure. Source: the OMol25 dataset; level of theory: the ωB97M-V functional and the def2-TZVPD basis.

The geometry in XYZ format:
```
31
Properties=species:S:1:pos:R:3
C -2.73823 1.82173 0.94243
C -1.80633 2.75932 0.03061
C 0.42797 1.52335 0.28915
C 1.77825 1.18723 -0.38360
C 2.17679 -0.29956 0.25299
C 1.64758 0.06402 1.64946
C 0.12185 0.33112 1.19764
C -0.12341 -0.97379 0.28890
C -1.33809 -1.53158 -0.06327
C -1.25459 -2.55210 -1.01857
C 0.03252 -2.92257 -1.52748
C 1.16865 -2.31564 -1.30496
C 1.13488 -1.18376 -0.32213
H -3.74432 2.32010 1.34941
H -3.12267 1.03418 0.25170
H -2.00271 1.19500 1.57003
H -2.28383 3.57071 -0.66739
H -1.39642 3.52457 0.66856
H 0.15855 3.15524 -0.99358
H 0.49195 2.41475 0.99797
H 2.42545 1.85107 0.19270
H 1.86864 1.06378 -1.50232
H 3.25627 -0.51075 0.06394
H 2.27048 1.04111 1.75798
H 1.55344 -0.65414 2.38955
H -0.52058 0.74031 1.97310
H -1.97748 -1.32486 0.80533
H -2.20526 -3.08385 -1.05582
H 0.07369 -4.05732 -1.96753
H 2.13481 -2.78324 -1.59654
N -0.62101 2.15097 -0.63202
```

Properties
- HOMO-LUMO gap (hartree) = 0.339
- charge = 0

---

Stability ranking, top and bottom: run a is the most stable and run b is the least stable.

---

Run a
A 2-piece molecular cluster, CH3NSi overall. Source: the OMol25 dataset; level of theory: the ωB97M-V functional and the def2-TZVPD basis.

The geometry in XYZ format:
```
6
Properties=species:S:1:pos:R:3
C -1.40085 -0.89286 -0.98509
N -2.26816 -1.32072 -1.60410
Si 0.76769 0.47015 0.55127
H 0.12150 1.62142 1.15376
H 1.11794 -0.62627 1.43850
H 1.66189 0.74829 -0.55434
```

Properties
- HOMO-LUMO gap (hartree) = 0.309
- charge = 0

---

Run b
A 2-piece molecular cluster, CH3NSi overall. Source: the OMol25 dataset; level of theory: the ωB97M-V functional and the def2-TZVPD basis.

The geometry in XYZ format:
```
6
Properties=species:S:1:pos:R:3
C 1.23176 0.19167 -0.04833
N 2.30453 -0.11490 0.15332
Si -0.55213 0.43785 0.10883
H -1.20749 0.92333 -1.02919
H -0.97488 -1.82533 -0.72519
H -0.80179 0.38738 1.54055
```

Properties
- HOMO-LUMO gap (hartree) = 0.299
- charge = 0

---

Stability ranking, top and bottom: run a is the most stable and run b is the least stable.